(1)
A molecular structure, C37H57IrN3O2S. Source: OMol25; level of theory: ωB97M-V/def2-TZVPD.

Computed properties:
Calculated total energy = -2261.073712 Eh
HOMO (spin up / spin down) = -0.33342 / -0.36367 Ha
Charge = +1
Kohn-Sham gap (spin up / spin down) = 7.27 / 5.06 eV
Multiplicity = 5
Lowest unoccupied orbital energy (spin up / spin down) = -1.80 / -4.83 eV

```
101
Properties=species:S:1:pos:R:3:forces:R:3:mulliken_charge:R:1
Ir -0.98127 -0.99436 -1.49764 -0.410 -0.090 0.144 2.9823
C -0.87724 -4.05124 -1.64915 0.042 0.012 -0.004 -1.1600
N -1.84080 -3.11298 -1.05349 0.102 -0.107 0.146 0.2187
C -3.16392 -3.30299 -1.65489 -0.019 -0.010 -0.066 -1.1165
C -1.91101 -3.30762 0.41251 -0.023 -0.024 -0.054 -1.4316
C -0.86366 -2.47954 1.13022 -0.011 0.037 0.094 -0.8748
N -0.95950 -1.04632 0.78825 -0.071 -0.147 -0.041 1.0893
C -2.19504 -0.47520 1.35884 -0.034 0.040 0.153 -1.2246
C -2.34959 1.00401 1.15031 -0.076 0.078 -0.118 -0.2030
C -2.43552 1.86175 2.21094 0.022 0.033 -0.071 -0.2596
C -2.66353 3.23847 2.02496 0.009 0.006 -0.043 -0.5024
C -2.79543 3.72672 0.70381 0.029 0.028 0.080 -0.2177
C -2.74304 2.93449 -0.40875 0.014 -0.120 0.105 -0.6053
C -2.53978 1.50298 -0.20044 -0.048 -0.155 -0.033 0.9791
O -2.54815 0.69636 -1.16901 -0.131 0.305 0.151 -1.1535
C -2.85820 3.48300 -1.82069 0.045 0.018 0.032 2.2133
C -1.59297 3.12586 -2.61768 0.054 0.000 -0.034 -1.5575
C -2.99243 5.00477 -1.81750 -0.039 0.062 -0.075 -2.3158
C -4.09899 2.89651 -2.50898 -0.047 -0.006 -0.054 -1.6594
C -2.73637 4.21803 3.18475 0.011 -0.037 -0.087 1.9809
C -1.53918 5.17682 3.07350 -0.019 0.042 0.036 -1.5160
C -4.04529 5.01909 3.09621 0.014 -0.001 0.023 -1.6102
C -2.68403 3.52381 4.54365 0.008 -0.016 0.038 -2.1342
C 0.21562 -0.29488 1.31756 0.035 -0.127 -0.076 -0.8948
C 1.53996 -0.91471 0.97294 -0.019 0.031 0.204 -0.3692
C 2.42037 -1.21846 1.99722 0.093 -0.072 -0.146 -0.5292
C 3.68300 -1.74425 1.73391 -0.157 0.075 0.087 -0.7673
C 3.98983 -1.99145 0.40393 -0.095 -0.090 0.034 -0.2039
C 3.12091 -1.75111 -0.66494 0.181 -0.099 0.130 -0.0985
C 1.88765 -1.14944 -0.36637 -0.294 0.342 -0.338 -0.0824
O 1.04456 -0.73321 -1.33556 0.764 -0.140 -0.009 -1.6561
C 3.61142 -2.07926 -2.08138 -0.014 -0.019 0.007 2.7319
C 2.50458 -2.59225 -3.01086 0.001 -0.088 0.060 -1.8805
C 4.68148 -3.18233 -2.05204 0.050 0.043 -0.040 -2.1304
C 4.22858 -0.81567 -2.68927 -0.051 0.086 -0.009 -1.6941
C 4.64579 -2.03180 2.88445 -0.011 -0.009 -0.067 2.1722
C 4.00566 -3.04816 3.83724 -0.014 -0.027 0.013 -1.6373
C 5.97263 -2.60371 2.38889 0.021 -0.003 0.003 -2.1509
C 4.92946 -0.73129 3.64508 -0.007 0.023 -0.006 -1.6538
H -1.17442 -5.08883 -1.46031 -0.008 -0.008 -0.013 0.4377
H 0.11017 -3.87456 -1.22595 0.030 -0.031 0.011 0.2394
H -0.82245 -3.88123 -2.72403 0.008 -0.003 0.015 0.3363
H -3.52156 -4.32972 -1.51502 -0.001 0.014 0.023 0.3799
H -3.11011 -3.09910 -2.72331 0.011 -0.033 -0.003 0.2299
H -3.87236 -2.61174 -1.20229 -0.024 0.026 -0.025 0.3476
H -1.75660 -4.36433 0.65907 -0.020 0.021 -0.005 0.5362
H -2.92026 -3.05983 0.74293 0.054 0.066 0.002 0.5109
H 0.13202 -2.81433 0.84274 0.017 0.002 0.002 0.3292
H -0.94939 -2.62687 2.21663 -0.034 0.015 -0.048 0.4627
H -2.21691 -0.67409 2.44025 0.013 -0.013 -0.046 0.3928
H -3.05253 -0.98075 0.91117 0.035 0.020 -0.023 0.4370
H -2.32881 1.47038 3.21185 0.006 -0.040 0.052 0.5599
H -2.93695 4.78962 0.58121 -0.006 0.009 -0.014 0.5758
H -0.70668 3.57908 -2.16835 -0.005 0.010 0.015 0.3575
H -1.68654 3.50812 -3.63584 -0.006 0.029 0.000 0.5029
H -1.44528 2.05068 -2.67065 -0.005 -0.036 -0.024 0.2129
H -2.13666 5.49406 -1.35058 0.036 -0.004 0.011 0.4192
H -3.90199 5.33615 -1.31495 -0.030 -0.003 0.024 0.4545
H -3.04675 5.35416 -2.84866 0.000 0.010 -0.009 0.4377
H -4.04509 1.81439 -2.59505 0.018 -0.004 -0.001 0.2343
H -4.18128 3.32052 -3.51061 -0.013 0.000 -0.033 0.4691
H -5.00532 3.15989 -1.96231 -0.025 0.006 0.030 0.3717
H -1.55369 5.73566 2.13896 0.000 0.022 -0.042 0.3344
H -0.59431 4.63665 3.13401 0.029 -0.033 0.000 0.3533
H -1.57150 5.89582 3.89275 -0.005 0.012 0.019 0.4531
H -4.09305 5.63471 2.20008 -0.001 0.021 -0.049 0.3200
H -4.11843 5.68460 3.95661 0.001 0.017 0.005 0.4739
H -4.91311 4.35974 3.10335 -0.030 -0.035 0.015 0.3753
H -1.73337 3.01602 4.70931 0.039 -0.024 -0.015 0.3966
H -3.49050 2.79958 4.66396 -0.047 -0.009 0.002 0.4301
H -2.79303 4.27030 5.32978 0.006 0.008 0.011 0.4419
H 0.11936 -0.23919 2.41037 0.037 0.016 -0.010 0.5439
H 0.14414 0.72301 0.92866 0.002 -0.023 -0.059 0.3968
H 2.10936 -1.02139 3.01560 0.009 0.002 0.082 0.5447
H 4.95741 -2.40713 0.17687 -0.011 -0.011 0.041 0.4236
H 1.97869 -3.44217 -2.57161 0.028 -0.056 0.041 0.2325
H 2.96001 -2.93198 -3.94180 -0.024 -0.005 -0.057 0.5343
H 1.77152 -1.83060 -3.23716 -0.089 0.109 -0.026 0.3982
H 4.32536 -4.06768 -1.52350 -0.019 -0.029 0.005 0.4084
H 5.61438 -2.86307 -1.58950 0.011 0.034 -0.009 0.4464
H 4.92362 -3.47203 -3.07417 0.001 -0.012 -0.046 0.4923
H 3.49547 -0.00823 -2.73168 -0.035 0.022 0.005 0.2231
H 4.58386 -1.01197 -3.70167 0.026 -0.015 -0.067 0.4588
H 5.07344 -0.46965 -2.09281 0.014 0.001 0.023 0.3344
H 3.78897 -3.98325 3.31888 0.004 -0.026 -0.023 0.3650
H 3.07231 -2.67292 4.25703 -0.036 0.022 0.012 0.3071
H 4.67671 -3.26744 4.66821 0.045 -0.003 0.033 0.4584
H 5.83446 -3.54863 1.86212 -0.013 -0.043 -0.007 0.4082
H 6.62951 -2.79202 3.23811 0.014 -0.002 0.030 0.4332
H 6.48666 -1.91214 1.72017 0.017 0.038 -0.008 0.4056
H 4.01966 -0.31424 4.07681 -0.035 0.020 0.012 0.3122
H 5.36062 0.01932 2.98197 0.024 0.018 -0.022 0.3770
H 5.63121 -0.91109 4.46001 0.032 -0.024 0.036 0.4608
S 0.10455 0.31775 -5.75934 0.004 0.016 -0.058 -0.1668
C -1.32613 -0.60353 -5.88350 -0.033 -0.028 0.027 -0.2031
C -1.70635 -1.03620 -4.65820 -0.060 0.006 -0.029 -0.9290
N -0.87897 -0.64467 -3.63317 0.058 0.044 -0.086 0.4364
C 0.11563 0.07777 -4.08687 0.110 0.034 0.076 -0.0284
H -1.80863 -0.78192 -6.82726 -0.031 -0.014 -0.055 0.4471
H -2.57615 -1.63555 -4.44731 -0.034 0.000 0.021 0.2777
H 0.88948 0.46573 -3.44249 0.035 -0.001 0.062 0.3100
```
Positions in Å, forces in eV/Å.

---

(2)
A molecular structure, C37H59N5O2SSi3TeTi. Source: OMol25; level of theory: ωB97M-V/def2-TZVPD.

Computed properties:
Calculated total energy = -4253.929102 Eh
HOMO (spin up / spin down) = -0.12643 / -0.17947 Ha
Charge = -1
Kohn-Sham gap (spin up / spin down) = 5.79 / 6.81 eV
Multiplicity = 4
Lowest unoccupied orbital energy (spin up / spin down) = 2.35 / 1.92 eV
Relative energy (zero: lowest compared OMol25 entry of this formula, charge and spin) = 40.84 kJ/mol

```
109
Properties=species:S:1:pos:R:3:forces:R:3:mulliken_charge:R:1
Ti 1.74357 -0.28846 -0.53870 -1.725 0.603 -0.279 -1.5972
N 2.93319 2.73501 2.69685 -0.122 0.071 -0.012 -0.5091
C 2.78356 1.85968 1.63684 -0.068 0.168 0.073 0.2967
S 1.32616 2.01298 0.67532 0.605 0.051 0.072 -0.5495
N 3.76511 1.04206 1.43193 -0.386 -0.178 -0.575 -1.5920
N 3.49266 0.16681 0.37484 0.789 0.078 0.704 1.9169
C 4.50140 -0.64108 0.09705 0.039 -0.213 -0.033 -1.9819
C 4.25959 -1.73511 -0.74890 -0.078 -0.008 0.022 1.5669
C 5.24640 -2.70826 -1.03829 0.075 0.338 0.182 -0.9262
C 4.92842 -3.79825 -1.77426 -0.249 -0.437 -0.343 -0.8596
C 3.59607 -3.93901 -2.26322 0.484 -0.189 0.026 -1.0291
C 2.69930 -2.96092 -1.97987 -0.256 0.359 0.121 -0.8921
N 2.96798 -1.86100 -1.23588 0.630 -0.364 -0.043 2.0624
H 2.06383 3.09791 3.05364 0.000 -0.020 -0.029 0.2317
H 3.55669 2.38772 3.40980 0.033 0.006 -0.008 0.2721
H 5.45229 -0.50094 0.59642 0.058 -0.009 -0.021 0.2256
H 6.24499 -2.56129 -0.64472 -0.015 -0.003 -0.007 0.4824
H 5.67726 -4.55105 -1.98937 -0.040 -0.003 -0.011 0.3734
H 3.29191 -4.78648 -2.86194 0.056 0.001 0.013 0.4764
H 1.69341 -3.02427 -2.36442 -0.006 0.019 0.037 0.1697
C -0.64490 -2.65646 -1.39650 0.020 0.073 -0.039 -1.0609
O -0.01037 -1.42328 -1.67294 0.092 0.032 0.054 0.3014
Si 0.10760 -0.54653 -3.11614 0.270 -0.078 0.175 0.2318
C -1.61513 -0.01862 -3.57910 -0.402 0.098 -0.099 -1.2645
C 0.46787 -1.76364 -4.48787 0.012 -0.216 -0.259 -1.4991
C 1.33888 0.69051 -2.63185 0.279 0.057 -0.301 2.1604
Si 2.94335 0.77757 -3.58900 -0.178 0.081 0.152 1.1625
C 2.80792 1.69231 -5.23364 -0.055 0.162 -0.216 -1.4847
C 3.80147 -0.79975 -4.14771 0.079 -0.283 0.032 -1.2931
C 4.28568 1.70325 -2.64726 0.155 0.122 0.162 -1.3462
Si 0.56346 2.38796 -2.63994 -0.071 -0.118 -0.104 0.5051
C 1.74233 3.76520 -2.17617 0.255 0.238 -0.031 -1.0984
C -0.97965 2.56061 -1.57145 -0.111 -0.004 0.325 -0.4368
C -0.11006 2.89405 -4.35209 -0.107 0.088 -0.053 -1.6275
H -1.27067 -2.96797 -2.23892 -0.018 -0.011 0.018 0.4073
H -1.25489 -2.56736 -0.50212 0.004 0.020 0.042 -0.1052
H 0.10100 -3.42800 -1.20081 0.018 -0.043 -0.018 0.3612
H -2.24389 -0.91662 -3.61376 -0.010 0.066 -0.023 0.2518
H -1.59840 0.41529 -4.58303 -0.054 -0.061 0.018 0.3797
H -2.08362 0.70093 -2.90840 0.005 -0.095 -0.111 0.2936
H -0.36518 -2.47448 -4.54698 0.042 0.034 -0.068 0.3482
H 1.38797 -2.33342 -4.38705 -0.027 -0.007 0.007 0.3659
H 0.51042 -1.22602 -5.44269 -0.006 -0.065 0.052 0.3516
H 2.05737 1.23905 -5.89080 0.090 0.014 -0.001 0.3038
H 3.77843 1.63046 -5.73892 -0.053 0.035 0.027 0.4009
H 2.55351 2.74936 -5.11875 0.042 -0.070 -0.025 0.3583
H 3.15170 -1.54842 -4.59691 0.059 0.031 -0.052 0.2619
H 4.36946 -1.28440 -3.35049 -0.031 0.048 -0.071 0.2691
H 4.51417 -0.47920 -4.91598 0.011 -0.057 0.055 0.5295
H 4.41670 2.71043 -3.05354 0.025 -0.035 0.038 0.4522
H 5.23789 1.16958 -2.74104 -0.032 0.066 -0.004 0.4104
H 4.06842 1.80289 -1.58181 0.026 -0.016 -0.046 -0.0115
H 2.49060 3.46316 -1.44426 -0.087 0.049 -0.052 0.2276
H 1.16002 4.58097 -1.73275 0.057 -0.013 -0.072 0.3517
H 2.25230 4.15296 -3.06418 0.010 0.024 0.044 0.3233
H -0.78423 3.10973 -0.64623 -0.005 0.011 -0.083 0.5265
H -1.40182 1.59856 -1.27332 0.024 0.112 0.036 -0.7085
H -1.73752 3.10541 -2.14437 -0.009 -0.014 0.076 0.5730
H 0.41535 2.45534 -5.19731 -0.029 0.015 0.008 0.3949
H -0.04509 3.98586 -4.45230 -0.023 -0.090 0.010 0.3484
H -1.16493 2.62383 -4.44087 0.013 0.036 -0.001 0.4335
C 2.42010 -2.45586 2.03582 0.025 -0.150 -0.184 -1.4143
C 1.35812 -1.36969 2.11264 -0.445 -0.167 -0.593 0.6403
O 1.19445 -0.85820 3.22503 -0.061 0.139 0.132 -0.6106
N 0.64383 -1.10133 0.97484 0.774 -0.253 1.277 0.6471
Te -1.03306 0.33221 1.57985 -0.611 -0.215 -0.261 0.2171
C -2.15679 1.59577 3.04234 0.137 0.023 -0.011 -0.6006
C -1.53946 2.04937 4.21039 0.002 0.011 0.021 1.4042
C -0.13303 1.67663 4.62311 -0.065 0.036 0.012 -1.6390
C -2.25569 2.88564 5.07158 0.035 0.007 0.033 -0.7086
C -3.55146 3.28726 4.79947 -0.020 0.025 -0.005 0.7034
C -4.29475 4.21429 5.72782 0.000 -0.028 -0.002 -1.6231
C -4.13652 2.84245 3.61884 -0.027 0.025 -0.014 -0.7799
C -3.46162 2.01424 2.72858 0.022 0.018 0.033 1.0394
C -4.17569 1.60252 1.46320 0.038 0.008 0.077 -1.0733
C -2.44671 -1.26880 1.87280 0.055 -0.059 -0.020 0.5117
C -2.55167 -1.91803 3.11508 -0.014 -0.003 0.028 0.6696
C -1.75785 -1.50497 4.33060 -0.021 0.023 -0.124 -1.1530
C -3.44713 -2.97707 3.25345 -0.013 0.017 0.029 -0.9381
C -4.24716 -3.41228 2.20758 -0.017 -0.021 0.040 0.6483
C -5.19353 -4.57351 2.37958 0.019 0.022 -0.015 -1.6591
C -4.14651 -2.74720 0.99592 0.014 0.008 -0.046 -1.1980
C -3.26517 -1.68264 0.80558 -0.005 -0.008 0.024 1.1554
C -3.29177 -1.02653 -0.55905 0.015 -0.020 0.065 -0.9754
H 2.25302 -3.13156 2.87434 0.000 -0.010 0.013 0.5031
H 3.40086 -1.99854 2.16428 0.020 0.012 0.010 0.2080
H 2.39852 -3.01810 1.10389 0.020 0.030 -0.020 0.1883
H 0.43639 1.17249 3.84587 -0.049 0.011 -0.035 -0.2976
H -0.15384 0.99429 5.47823 -0.020 0.010 -0.018 0.2928
H 0.41048 2.57080 4.94167 -0.029 -0.006 -0.002 0.5437
H -1.77244 3.23204 5.98247 -0.015 -0.012 -0.029 0.3483
H -3.82425 4.24665 6.71120 0.001 -0.009 -0.012 0.3564
H -5.33166 3.89857 5.85834 0.017 -0.011 -0.008 0.3733
H -4.31376 5.23500 5.33754 0.016 -0.018 -0.020 0.2969
H -5.14775 3.15813 3.37392 0.022 0.004 0.012 0.3856
H -4.99110 2.29361 1.24219 0.005 -0.015 0.043 0.4245
H -4.59588 0.59835 1.56076 0.018 0.009 0.013 0.2478
H -3.50353 1.59044 0.60426 0.045 0.031 0.036 -0.2547
H -0.68900 -1.43570 4.12078 -0.050 0.007 -0.027 0.0565
H -1.91687 -2.21540 5.14313 0.007 -0.005 -0.015 0.4237
H -2.08089 -0.51934 4.67467 -0.019 -0.029 -0.005 0.1238
H -3.51578 -3.47609 4.21592 -0.003 0.008 -0.027 0.2764
H -5.20856 -4.91956 3.41323 0.012 0.016 -0.001 0.3485
H -4.90202 -5.41709 1.75001 0.015 0.011 -0.006 0.3153
H -6.21318 -4.29952 2.10186 0.006 0.018 -0.007 0.3392
H -4.76671 -3.06437 0.16059 0.017 0.013 0.033 0.4251
H -3.51548 -1.76775 -1.32811 -0.011 0.001 0.022 0.5488
H -2.35364 -0.54594 -0.82361 0.046 -0.005 0.045 -0.6645
H -4.07119 -0.26288 -0.60636 -0.013 -0.004 0.021 0.4405
```
Positions in Å, forces in eV/Å.

---

The following maximum force values (in eV Å⁻¹) correspond, in order, to the records above: 0.8, 1.8.